Entry from the Open Molecules 2025 dataset: an isolated molecule of C2H4Br2O at a distorted geometry (ωB97M-V with the def2-TZVPD basis set).

total energy: -144270.23857 eV
orbital gap: 10.84 eV
HOMO energy: -0.37657 Ha
energy relative to the best compared isomer or geometry (same formula, charge and spin): 25.2 kcal/mol
SMILES: O[C@H](Br)CBr

The geometry in ORCA input format:
```
! RIJCOSX wB97M-V def2-TZVPD def2/J DEFGRID3
* xyz 0 1
C -0.645 0.026 -0.236
Br -1.540 -1.628 0.153
C 1.034 -0.249 -0.185
Br 2.018 1.144 -1.152
H -1.097 0.687 1.645
H -0.915 0.469 -1.260
O -1.106 1.029 0.696
H 0.961 -1.322 -0.452
H 1.289 -0.156 0.791
*
```

***

Entry from the Open Molecules 2025 dataset: a 2-piece molecular cluster, CF3NO overall at a distorted geometry (ωB97M-V with the def2-TZVPD basis set).

total energy: -12722.08554 eV
orbital gap (alpha / beta): 9.92 / 9.88 eV
HOMO energy (alpha / beta): -0.40932 / -0.40913 Ha
energy relative to the best compared isomer or geometry (same formula, charge and spin): 19.8 kcal/mol

The geometry in ORCA input format:
```
! RIJCOSX wB97M-V def2-TZVPD def2/J DEFGRID3
* xyz 0 1
F 1.279 -0.743 -0.028
F -2.245 -0.253 -1.913
F 0.613 -0.460 1.965
O 0.987 1.354 0.700
C 0.930 0.172 0.790
N -1.706 0.344 -0.871
*
```

***

Entry from the Open Molecules 2025 dataset: C44H38IrO3P2 as an isolated structure (ωB97M-V with the def2-TZVPD basis set).

total energy: -73762.86665 eV
orbital gap (alpha / beta): 5.17 / 5.32 eV
HOMO energy (alpha / beta): -0.68785 / -0.69450 Ha
energy relative to the best compared isomer or geometry (same formula, charge and spin): 37.7 kcal/mol
⟨S²⟩: 0.773

The geometry in ORCA input format:
```
! RIJCOSX wB97M-V def2-TZVPD def2/J DEFGRID3
* xyz 4 2
H 3.244 -0.378 6.653
C -3.464 -4.566 -4.882
C -1.308 -2.335 1.185
C -0.615 2.781 -3.789
C 3.570 4.012 1.229
C 2.338 -1.583 3.114
H 5.102 3.474 2.634
C 1.736 2.626 -2.230
C -3.277 3.916 2.267
H -0.888 0.068 -4.094
C -1.143 2.798 0.912
H -3.420 -2.534 0.921
C -2.726 4.580 1.178
C -3.337 -4.983 -2.495
H -4.227 -6.322 -3.922
H 2.757 3.185 -3.999
C 1.802 2.951 -3.546
H -1.699 2.614 -1.955
H -3.767 -4.882 -5.871
C 1.893 -1.271 0.191
H -2.311 -0.550 -4.949
H 3.086 -3.508 3.742
C -2.835 -2.935 2.948
H 4.002 1.431 3.375
H -2.393 -3.479 -1.321
H -1.960 -3.310 4.874
H 1.942 4.243 -0.117
C -1.685 2.129 2.020
C 3.003 -0.714 5.653
H -3.123 5.538 0.870
C 1.522 -0.692 -2.173
Ir -0.428 0.342 -1.316
H 4.026 4.952 0.950
H 2.630 2.605 -1.627
C -3.722 -5.375 -3.781
C 2.131 -0.250 3.483
C -2.426 -2.944 -3.419
O -2.409 0.905 -0.811
H 3.763 -0.609 1.002
H 3.747 -2.701 5.983
C 3.280 -2.024 5.281
C -1.657 4.025 0.489
C -1.779 -3.028 3.846
C 1.112 -1.349 -0.996
H 4.553 0.418 -1.083
P 1.472 -2.168 1.682
C 1.785 2.390 0.996
C -2.819 -3.361 -4.709
H -1.253 1.195 2.371
C 2.925 -2.473 4.019
C -0.488 -2.770 3.425
C 2.425 0.183 4.757
H -1.219 4.560 -0.345
C 0.447 2.420 -1.598
C -1.404 -0.836 -4.411
C 4.160 3.190 2.183
C 2.396 3.606 0.634
H 0.323 -2.850 4.137
C -0.231 -2.401 2.088
C -2.698 -3.781 -2.312
H 1.065 -0.957 -3.119
C 2.318 1.648 2.055
H -4.107 4.359 2.800
P 0.266 2.057 0.125
H -0.783 -1.388 -5.119
O 1.569 0.586 2.512
C 3.539 2.023 2.601
C 2.789 -0.042 -2.187
C -2.593 -2.584 1.619
H -3.183 2.197 3.551
C -2.759 2.694 2.689
H -3.844 -3.149 3.277
H 2.222 1.206 5.049
O -1.457 -1.299 -2.057
H 0.708 3.273 -5.388
H -3.109 0.430 -1.286
H 3.176 0.349 -3.118
C 0.625 3.009 -4.340
H -2.634 0.955 0.135
H -1.154 -2.111 0.141
H -2.624 -2.744 -5.576
H -1.511 2.873 -4.389
C -1.757 -1.695 -3.246
C 3.565 -0.025 -1.058
H 0.361 -2.123 -1.075
C 3.116 -0.624 0.132
C -0.725 2.538 -2.417
H -3.541 -5.631 -1.654
*
```

***

Q: What is the total energy in the third record?
A: -73762.86665 eV

***

Q: Which of these has the highest total energy?
A: CF3NO

***

Q: Which value of energy relative to the best compared isomer or geometry (same formula, charge and spin) does entry 2 give?
A: 19.8 kcal/mol

***

Q: Number 1 is which compound?
A: C2H4Br2O